{
  "formula": "CH8O4",
  "method": "ωB97M-V with the def2-TZVPD basis set",
  "smiles": "C=O.O.O.O",
  "orbital_gap_ev": 11.089,
  "lumo_ev": 0.664,
  "total_charge": 0,
  "symbols": ["O", "O", "O", "O", "C", "H", "H", "H", "H", "H", "H", "H", "H"],
  "coordinates": [[-2.33, -0.61, -1.73], [0.02, 1.81, -0.92], [0.37, -2.17, -1.02], [1.60, 1.56, 2.08], [1.40, 0.61, 2.75], [-3.09, -0.93, -1.19], [0.57, 2.04, -0.14], [0.57, 1.52, -1.70], [0.31, -1.35, -1.61], [-1.99, 0.03, -1.17], [1.67, -0.49, 2.37], [1.10, 0.64, 3.85], [-0.20, -2.66, -1.57]],
  "mulliken_charge": [-0.62, -0.65, -0.61, -0.37, -0.02, 0.32, 0.35, 0.31, 0.30, 0.30, 0.17, 0.22, 0.31]
}

{
  "formula": "C9H14Br4Fe2O7",
  "method": "ωB97M-V with the def2-TZVPD basis set",
  "spin_multiplicity": 9,
  "orbital_gap_ev": [8.525, 8.149],
  "lumo_ev": [-0.758, -1.165],
  "total_charge": 0,
  "symbols": ["Br", "Br", "Br", "Br", "Fe", "Fe", "O", "O", "O", "O", "O", "O", "O", "C", "C", "C", "C", "C", "C", "C", "C", "C", "H", "H", "H", "H", "H", "H", "H", "H", "H", "H", "H", "H", "H", "H"],
  "coordinates": [[21.29, 7.92, -4.57], [17.76, 7.30, -5.85], [17.08, 5.06, -9.84], [23.54, 5.21, -3.86], [20.30, 1.38, -7.57], [22.63, 2.06, -9.68], [21.07, -0.60, -7.86], [21.82, 3.90, -9.28], [22.57, -0.01, -9.53], [20.13, 3.47, -7.75], [20.44, 2.29, -9.51], [22.40, 1.08, -7.72], [18.38, 0.76, -8.02], [22.18, -0.10, -8.26], [16.45, 2.04, -7.56], [17.35, 1.24, -8.45], [21.98, 6.61, -5.89], [17.02, 1.11, -9.88], [20.61, 3.47, -8.97], [16.80, 6.05, -8.18], [18.07, 6.11, -7.36], [23.37, 6.23, -5.52], [17.86, 0.67, -10.43], [24.09, 7.03, -5.40], [15.65, 1.35, -7.25], [16.21, 0.38, -10.03], [16.40, 7.03, -8.41], [16.98, 2.36, -6.67], [21.94, 7.18, -6.81], [23.76, 5.62, -6.33], [18.91, 6.49, -7.92], [16.01, 5.54, -7.63], [16.71, 2.00, -10.42], [21.28, 5.79, -5.84], [18.34, 5.13, -6.99], [15.91, 2.85, -8.06]],
  "mulliken_charge": [-0.15, -0.13, -0.19, -0.13, 0.76, 0.90, -0.68, -0.85, -0.75, -0.68, -0.90, -0.99, -0.68, 1.43, -1.11, 1.20, -0.44, -1.12, 1.57, -0.63, -0.39, -0.57, 0.31, 0.42, 0.38, 0.39, 0.45, 0.33, 0.37, 0.35, 0.35, 0.38, 0.25, 0.16, 0.15, 0.24]
}

{
  "formula": "C3H4ClO4",
  "method": "ωB97M-V with the def2-TZVPD basis set",
  "spin_multiplicity": 3,
  "orbital_gap_ev": [4.308, 7.871],
  "lumo_ev": [3.291, 3.272],
  "total_charge": -1,
  "symbols": ["Cl", "O", "O", "O", "O", "C", "C", "C", "H", "H", "H", "H"],
  "coordinates": [[0.60, 0.97, -3.12], [0.19, -0.73, 0.69], [-1.36, -0.51, -1.12], [0.14, 0.24, 2.70], [2.21, -0.81, -1.68], [-0.21, 0.48, 1.36], [0.04, -0.65, -0.74], [1.05, -0.49, -1.56], [-1.28, 0.62, 1.25], [-1.46, -0.12, -2.04], [0.34, 1.45, 1.06], [-0.24, -0.45, 3.22]],
  "mulliken_charge": [-0.65, -0.30, -0.49, -0.54, -0.59, -0.11, 0.33, 0.27, 0.26, 0.33, 0.22, 0.28]
}

{
  "formula": "C7H8S3",
  "method": "ωB97M-V with the def2-TZVPD basis set",
  "smiles": "S=C(S)c1ccccc1.S",
  "orbital_gap_ev": 7.768,
  "lumo_ev": -0.822,
  "total_charge": 0,
  "symbols": ["S", "S", "S", "C", "C", "C", "C", "C", "C", "C", "H", "H", "H", "H", "H", "H", "H", "H"],
  "coordinates": [[2.70, -0.51, -1.29], [2.53, -0.21, 1.69], [1.08, 2.58, -1.34], [-1.73, -1.14, -0.80], [-0.39, -0.99, -0.91], [1.77, -0.38, 0.08], [-2.37, -0.83, 0.34], [0.31, -0.48, 0.17], [-1.67, -0.42, 1.49], [-0.34, -0.14, 1.41], [-2.28, -0.08, 2.31], [0.58, 2.67, -2.55], [0.28, 0.41, 2.11], [1.36, 3.91, -1.17], [0.15, -1.34, -1.74], [-3.46, -0.92, 0.45], [3.78, -0.64, 1.46], [-2.32, -1.50, -1.71]],
  "mulliken_charge": [-0.17, -0.27, -0.24, -0.39, -0.49, 0.35, -0.31, 0.49, -0.69, -0.45, 0.31, 0.12, 0.39, 0.14, 0.45, 0.35, 0.16, 0.26]
}

{
  "formula": "C6H9N",
  "method": "ωB97M-V with the def2-TZVPD basis set",
  "smiles": "Cc1cc[nH]c1C",
  "orbital_gap_ev": 8.845,
  "lumo_ev": 1.062,
  "total_charge": 0,
  "symbols": ["N", "C", "C", "C", "C", "C", "C", "H", "H", "H", "H", "H", "H", "H", "H", "H"],
  "coordinates": [[-0.99, -0.65, 1.17], [-0.05, 0.60, -0.41], [1.18, -1.60, 0.42], [-1.85, 0.40, 0.95], [0.10, -0.55, 0.34], [0.87, 1.15, -1.47], [-1.29, 1.20, -0.02], [0.44, 2.06, -1.90], [2.09, -1.23, 0.91], [0.82, -2.45, 1.02], [1.86, 1.43, -1.08], [-1.72, 2.12, -0.41], [1.03, 0.45, -2.29], [-2.77, 0.47, 1.51], [-1.18, -1.41, 1.80], [1.47, -1.99, -0.55]],
  "mulliken_charge": [0.02, 1.04, -1.23, -0.64, -0.16, -1.19, -0.59, 0.33, 0.25, 0.35, 0.27, 0.37, 0.28, 0.39, 0.20, 0.30]
}

{
  "formula": "C4H8O",
  "method": "ωB97M-V with the def2-TZVPD basis set",
  "orbital_gap_ev": 8.961,
  "lumo_ev": 0.289,
  "total_charge": 0,
  "symbols": ["O", "C", "C", "C", "C", "H", "H", "H", "H", "H", "H", "H", "H"],
  "coordinates": [[-1.33, 0.74, 1.40], [0.47, -0.09, 0.15], [0.73, -0.57, -1.29], [-0.46, 1.13, 0.28], [-0.46, -1.02, 0.94], [-0.23, -0.76, -1.80], [1.31, -1.50, -1.30], [1.44, 0.12, 0.64], [0.01, -1.34, 1.89], [-1.77, -0.13, 1.03], [1.29, 0.19, -1.85], [-1.05, 1.32, -0.62], [0.05, 2.05, 0.58]],
  "mulliken_charge": [-0.46, 0.59, -1.40, -0.61, -0.67, 0.36, 0.35, 0.33, 0.15, 0.44, 0.35, 0.28, 0.29]
}

{
  "formula": "C5H15N2O",
  "method": "ωB97M-V with the def2-TZVPD basis set",
  "spin_multiplicity": 2,
  "orbital_gap_ev": [3.986, 10.293],
  "lumo_ev": [0.824, 0.650],
  "total_charge": 0,
  "symbols": ["O", "N", "N", "C", "C", "C", "C", "C", "H", "H", "H", "H", "H", "H", "H", "H", "H", "H", "H", "H", "H", "H", "H"],
  "coordinates": [[-1.38, 0.00, -3.08], [1.16, 0.10, 1.02], [0.34, -1.24, -1.36], [-0.17, 0.36, 0.48], [-0.11, 0.16, -1.03], [-1.37, 0.53, -1.77], [0.10, -0.06, 3.32], [1.33, 0.28, 2.48], [-0.07, -1.13, 3.39], [-0.43, -1.93, -1.34], [-0.81, 0.43, 2.97], [1.06, -1.50, -0.66], [0.75, -1.30, -2.34], [-2.28, 0.19, -1.29], [-0.88, 0.55, -3.69], [-0.84, -0.38, 0.92], [0.25, 0.31, 4.33], [2.11, -0.42, 2.77], [-0.54, 1.37, 0.67], [1.66, 1.29, 2.74], [-1.45, 1.63, -1.79], [1.81, 0.74, 0.56], [0.70, 0.77, -1.41]],
  "mulliken_charge": [0.10, -0.14, -1.19, -0.35, -1.36, -0.47, -1.15, -0.43, 0.30, 0.97, 0.33, 0.63, 0.78, 0.35, 0.18, 0.44, 0.37, 0.31, 0.33, 0.29, 0.37, 0.29, -0.94]
}